This record from the OMol25 dataset describes a 12-piece molecular cluster, C24H48O48S12 overall in a non-equilibrium geometry. The level of theory is wB97M-V/def2-TZVPD.

Each line ends with the Löwdin charge.
Geometry (Å):
O (-5.42, -3.74, 1.50)  -0.216
S (-5.06, -3.82, 0.12)  0.669
O (-5.06, -5.04, -0.61)  -0.207
O (-5.77, -2.63, -0.74)  -0.206
C (-5.04, -1.40, -0.73)  -0.137
C (-3.64, -2.01, -0.93)  -0.192
O (-3.55, -3.11, -0.06)  -0.222
H (-5.34, -0.75, -1.54)  0.115
H (-5.03, -1.02, 0.29)  0.134
H (-2.83, -1.30, -0.75)  0.116
H (-3.52, -2.42, -1.94)  0.132
O (7.45, 1.48, 3.08)  -0.230
S (6.09, 1.95, 3.13)  0.727
O (5.85, 3.29, 3.64)  -0.260
O (5.38, 1.86, 1.64)  -0.214
C (4.13, 1.24, 1.72)  -0.205
C (4.18, 0.27, 2.88)  -0.167
O (5.03, 0.86, 3.85)  -0.181
H (3.37, 2.00, 1.96)  0.115
H (3.80, 0.90, 0.74)  0.126
H (4.52, -0.75, 2.75)  0.144
H (3.18, 0.28, 3.30)  0.118
O (-0.74, 3.58, 6.70)  -0.215
S (-0.26, 3.98, 5.42)  0.663
O (-1.25, 4.04, 4.38)  -0.242
O (0.58, 5.39, 5.53)  -0.188
C (1.49, 5.45, 4.44)  -0.161
C (1.91, 3.97, 4.16)  -0.165
O (1.01, 3.13, 4.83)  -0.195
H (0.99, 5.91, 3.59)  0.130
H (2.33, 6.02, 4.82)  0.134
H (2.90, 3.92, 4.62)  0.127
H (2.06, 3.74, 3.10)  0.121
O (-2.33, 2.39, -2.04)  -0.191
S (-3.39, 1.54, -2.50)  0.658
O (-3.12, 0.24, -2.99)  -0.196
O (-4.57, 1.47, -1.36)  -0.217
C (-5.36, 2.67, -1.47)  -0.150
C (-5.46, 3.01, -2.96)  -0.158
O (-4.40, 2.29, -3.55)  -0.207
H (-6.35, 2.57, -1.04)  0.135
H (-4.84, 3.39, -0.83)  0.131
H (-5.16, 4.06, -3.06)  0.132
H (-6.41, 2.93, -3.48)  0.135
O (2.64, -3.16, 6.28)  -0.223
S (2.54, -1.82, 6.77)  0.668
O (3.62, -1.25, 7.55)  -0.243
O (2.25, -0.86, 5.48)  -0.224
C (0.84, -0.58, 5.31)  -0.147
C (0.45, -0.45, 6.76)  -0.168
O (1.12, -1.49, 7.49)  -0.187
H (0.74, 0.22, 4.59)  0.118
H (0.33, -1.45, 4.89)  0.116
H (-0.58, -0.76, 6.95)  0.133
H (0.61, 0.50, 7.27)  0.133
O (-0.29, -2.95, -2.50)  -0.231
S (0.14, -4.33, -2.57)  0.689
O (0.86, -5.01, -1.54)  -0.195
O (-1.06, -5.30, -3.09)  -0.190
C (-0.53, -6.35, -3.90)  -0.145
C (0.71, -5.75, -4.61)  -0.172
O (0.99, -4.55, -3.95)  -0.223
H (-0.15, -7.14, -3.28)  0.129
H (-1.31, -6.59, -4.63)  0.137
H (0.62, -5.63, -5.69)  0.132
H (1.48, -6.51, -4.45)  0.128
O (1.39, 1.99, -3.96)  -0.216
S (0.68, 2.47, -5.11)  0.700
O (1.36, 3.27, -6.11)  -0.228
O (-0.07, 1.24, -5.86)  -0.238
C (-1.24, 1.62, -6.55)  -0.145
C (-1.68, 2.97, -5.85)  -0.180
O (-0.80, 3.09, -4.79)  -0.205
H (-0.96, 1.99, -7.54)  0.138
H (-1.93, 0.83, -6.29)  0.123
H (-2.72, 2.88, -5.52)  0.116
H (-1.60, 3.82, -6.53)  0.128
O (-2.26, -1.99, 4.75)  -0.220
S (-3.26, -1.19, 4.11)  0.668
O (-4.11, -1.87, 3.17)  -0.230
O (-4.09, -0.40, 5.24)  -0.185
C (-4.19, 0.99, 4.99)  -0.159
C (-2.99, 1.37, 4.13)  -0.157
O (-2.63, 0.18, 3.47)  -0.222
H (-5.20, 1.23, 4.64)  0.131
H (-4.22, 1.42, 5.99)  0.136
H (-2.04, 1.58, 4.64)  0.113
H (-3.18, 2.28, 3.56)  0.131
O (0.10, -4.39, 4.16)  -0.232
S (0.04, -5.41, 3.15)  0.679
O (0.69, -6.68, 3.32)  -0.221
O (-1.53, -5.65, 2.77)  -0.183
C (-2.03, -4.49, 2.19)  -0.179
C (-0.85, -3.92, 1.35)  -0.114
O (0.33, -4.70, 1.72)  -0.217
H (-2.90, -4.65, 1.57)  0.101
H (-2.18, -3.81, 3.03)  0.101
H (-0.58, -2.92, 1.69)  0.112
H (-0.88, -4.07, 0.27)  0.102
O (0.38, -3.12, -7.80)  -0.222
S (0.07, -1.93, -7.08)  0.662
O (-1.23, -1.33, -7.13)  -0.215
O (0.43, -2.16, -5.52)  -0.233
C (1.84, -2.03, -5.25)  -0.127
C (2.38, -1.15, -6.42)  -0.153
O (1.27, -0.85, -7.22)  -0.203
H (1.81, -1.75, -4.20)  0.126
H (2.24, -3.04, -5.33)  0.112
H (3.19, -1.64, -6.96)  0.130
H (2.78, -0.22, -6.02)  0.129
O (3.21, 2.52, -1.65)  -0.221
S (3.84, 3.76, -1.35)  0.662
O (3.04, 4.94, -1.12)  -0.225
O (5.07, 3.66, -0.26)  -0.214
C (6.25, 4.34, -0.70)  -0.156
C (5.93, 4.91, -2.06)  -0.176
O (4.85, 4.13, -2.54)  -0.189
H (6.41, 5.13, 0.04)  0.134
H (7.17, 3.75, -0.66)  0.136
H (6.76, 4.97, -2.75)  0.138
H (5.56, 5.93, -1.90)  0.128
O (0.53, 1.82, 1.42)  -0.226
S (0.10, 0.50, 1.07)  0.713
O (-0.43, -0.39, 2.07)  -0.240
O (-0.89, 0.47, -0.24)  -0.203
C (-0.09, 0.36, -1.39)  -0.215
C (1.10, -0.54, -1.12)  -0.137
O (1.39, -0.26, 0.26)  -0.210
H (-0.71, -0.13, -2.13)  0.120
H (0.09, 1.41, -1.65)  0.122
H (1.92, -0.17, -1.72)  0.129
H (0.92, -1.61, -1.22)  0.100

Computed properties:
SMILES string: O=S1(=O)OCCO1.O=S1(=O)OCCO1.O=S1(=O)OCCO1.O=S1(=O)OCCO1.O=S1(=O)OCCO1.O=S1(=O)OCCO1.O=S1(=O)OCCO1.O=S1(=O)OCCO1.O=S1(=O)OCCO1.O=S1(=O)OCCO1.O=S1(=O)OCCO1.O=S1(=O)OCCO1
Energy relative to the best compared isomer or geometry (same formula, charge and spin) in kcal/mol: 100.7
E_LUMO in eV: -0.2
HOMO level in eV: -10.3
HOMO-LUMO gap in eV: 10.1

=====

This record from the OMol25 dataset describes a 6-piece molecular cluster, C24H48O6 overall in a non-equilibrium geometry. The level of theory is wB97M-V/def2-TZVPD.

Each line ends with the Löwdin charge.
Geometry (Å):
C (-0.79, -4.49, 1.87)  -0.181
C (-0.47, -5.05, 0.47)  -0.159
C (-0.06, -6.48, 0.83)  -0.180
O (0.69, -6.36, 2.08)  -0.131
C (0.15, -5.26, 2.80)  -0.222
H (-1.79, -4.71, 2.24)  0.108
H (-0.67, -3.41, 1.84)  0.079
H (0.47, -4.59, 0.17)  0.105
H (-1.31, -4.97, -0.22)  0.117
H (0.57, -7.07, 0.16)  0.118
H (-0.95, -7.10, 0.93)  0.110
H (1.00, -4.59, 2.92)  0.115
H (-0.41, -5.40, 3.72)  0.116
C (3.76, -1.16, -4.00)  -0.162
C (4.00, -1.86, -2.65)  -0.189
C (3.50, -3.26, -2.89)  -0.206
O (3.93, -3.59, -4.22)  -0.130
C (4.01, -2.36, -4.94)  -0.202
H (4.37, -0.30, -4.27)  0.114
H (2.70, -0.93, -3.93)  0.093
H (3.46, -1.32, -1.87)  0.102
H (5.08, -1.85, -2.47)  0.114
H (2.42, -3.12, -2.94)  0.107
H (3.76, -3.98, -2.12)  0.126
H (3.30, -2.32, -5.76)  0.117
H (5.06, -2.25, -5.23)  0.117
C (-0.06, -1.53, -0.11)  -0.177
C (-0.15, -1.27, -1.61)  -0.143
C (-0.74, 0.14, -1.75)  -0.187
O (-0.05, 0.79, -0.68)  -0.160
C (0.10, -0.14, 0.43)  -0.179
H (0.79, -2.13, 0.23)  0.109
H (-0.97, -1.96, 0.32)  0.101
H (-0.69, -2.09, -2.08)  0.113
H (0.82, -1.13, -2.10)  0.093
H (-1.83, 0.13, -1.61)  0.111
H (-0.51, 0.60, -2.70)  0.114
H (-0.51, 0.03, 1.33)  0.092
H (1.15, -0.09, 0.69)  0.121
C (-2.14, 0.39, 5.37)  -0.186
C (-1.39, 0.21, 4.12)  -0.210
C (-0.66, 1.51, 3.97)  -0.257
O (-1.62, 2.41, 4.35)  -0.140
C (-2.66, 1.83, 5.20)  -0.133
H (-1.46, 0.26, 6.21)  0.118
H (-2.92, -0.34, 5.58)  0.117
H (-1.99, 0.12, 3.21)  0.107
H (-0.74, -0.67, 4.19)  0.119
H (-0.18, 1.66, 3.00)  0.110
H (0.18, 1.51, 4.67)  0.119
H (-3.62, 1.81, 4.68)  0.111
H (-2.82, 2.33, 6.15)  0.116
C (-2.58, 2.79, 1.24)  -0.154
C (-2.79, 3.89, 0.21)  -0.180
C (-4.27, 4.00, 0.26)  -0.201
O (-4.69, 2.61, 0.31)  -0.148
C (-3.76, 1.79, 0.99)  -0.181
H (-2.72, 3.16, 2.25)  0.104
H (-1.66, 2.22, 1.06)  0.088
H (-2.48, 3.54, -0.78)  0.110
H (-2.19, 4.79, 0.25)  0.117
H (-4.67, 4.55, -0.59)  0.118
H (-4.73, 4.52, 1.09)  0.118
H (-3.32, 1.16, 0.22)  0.102
H (-4.18, 1.33, 1.89)  0.114
C (1.50, 3.08, -2.65)  -0.186
C (1.17, 4.11, -1.59)  -0.165
C (1.62, 5.42, -2.20)  -0.172
O (2.57, 5.02, -3.23)  -0.125
C (2.68, 3.65, -3.39)  -0.246
H (0.70, 2.87, -3.35)  0.112
H (1.70, 2.14, -2.13)  0.099
H (1.75, 4.01, -0.68)  0.118
H (0.11, 4.08, -1.33)  0.102
H (2.13, 6.05, -1.47)  0.112
H (0.83, 6.04, -2.61)  0.113
H (3.57, 3.27, -2.89)  0.118
H (2.60, 3.31, -4.42)  0.120

Computed properties:
SMILES string: C1CCOC1.C1CCOC1.C1CCOC1.C1CCOC1.C1CCOC1.C1CCOC1
Energy relative to the best compared isomer or geometry (same formula, charge and spin) in kcal/mol: 85.8
E_LUMO in eV: 0.5
HOMO level in eV: -9.5
HOMO-LUMO gap in eV: 9.9

=====

This record from the OMol25 dataset describes C24H49AlN9PS3 as an isolated structure in a non-equilibrium geometry. The level of theory is wB97M-V/def2-TZVPD.

Each line ends with the Löwdin charge.
Geometry (Å):
Al (-0.45, -0.05, 0.39)  0.053
C (-1.14, 3.30, 0.61)  -0.430
C (-2.58, 2.80, 0.64)  -0.413
S (-2.77, 1.12, -0.02)  0.969
C (-3.86, 0.37, 1.22)  -0.434
C (-3.28, 0.32, 2.63)  -0.411
S (-1.63, -0.43, 2.62)  1.010
C (-0.59, 0.68, 3.59)  -0.419
C (-0.35, 2.07, 3.03)  -0.381
S (0.11, 2.15, 1.25)  0.975
H (-0.80, 3.55, -0.39)  0.075
H (-1.03, 4.20, 1.22)  0.118
H (-2.98, 2.82, 1.65)  0.085
H (-3.19, 3.48, 0.04)  0.114
H (-4.80, 0.93, 1.22)  0.116
H (-4.08, -0.63, 0.84)  0.101
H (-3.23, 1.29, 3.11)  0.091
H (-3.91, -0.31, 3.26)  0.111
H (-1.04, 0.77, 4.59)  0.120
H (0.35, 0.14, 3.72)  0.079
H (-1.24, 2.70, 3.13)  0.094
H (0.46, 2.56, 3.57)  0.110
C (-2.06, -2.97, -3.33)  0.007
N (-1.75, -1.53, -3.34)  -0.040
C (-2.19, -0.79, -4.54)  -0.061
C (-1.86, 0.66, -4.22)  -0.061
N (-1.15, 0.54, -2.94)  -0.083
C (-0.57, 1.73, -2.38)  -0.063
C (-1.20, -0.71, -2.44)  -0.306
N (-0.75, -1.01, -1.20)  0.030
C (-0.38, -2.42, -0.91)  -0.149
C (-0.24, -2.58, 0.59)  -0.195
N (0.60, -1.47, 1.08)  -0.003
C (1.49, -1.68, 2.08)  -0.326
N (2.55, -0.89, 2.27)  -0.078
C (2.95, 0.27, 1.52)  -0.044
C (3.31, -1.28, 3.47)  -0.063
C (2.64, -2.59, 3.88)  -0.055
N (1.45, -2.65, 3.00)  -0.047
C (0.45, -3.68, 3.26)  0.009
H (-2.40, -3.21, -4.33)  0.110
H (-2.86, -3.21, -2.64)  0.113
H (-1.18, -3.58, -3.14)  0.095
H (-3.26, -0.95, -4.69)  0.145
H (-1.66, -1.17, -5.42)  0.142
H (-2.74, 1.29, -4.11)  0.142
H (-1.20, 1.11, -4.96)  0.137
H (0.02, 2.24, -3.14)  0.113
H (0.11, 1.49, -1.56)  0.030
H (-1.35, 2.42, -2.05)  0.080
H (0.56, -2.66, -1.40)  0.140
H (-1.14, -3.12, -1.24)  0.102
H (0.18, -3.56, 0.80)  0.131
H (-1.24, -2.55, 1.05)  0.097
H (2.38, 0.34, 0.59)  0.017
H (4.01, 0.18, 1.25)  0.102
H (2.84, 1.19, 2.10)  0.095
H (3.25, -0.51, 4.23)  0.137
H (4.36, -1.42, 3.21)  0.140
H (2.32, -2.59, 4.92)  0.140
H (3.27, -3.46, 3.71)  0.145
H (0.60, -4.03, 4.28)  0.112
H (0.57, -4.55, 2.60)  0.106
H (-0.56, -3.29, 3.18)  0.081
C (4.78, 1.07, -5.09)  -0.089
N (5.44, 1.44, -3.75)  -0.063
C (6.23, 0.21, -3.26)  -0.088
N (5.37, -0.91, -3.16)  -0.142
C (4.76, -1.21, -4.45)  -0.132
N (3.96, -0.08, -4.93)  -0.141
C (2.77, 0.16, -4.12)  -0.325
P (3.16, 0.58, -2.34)  1.026
C (4.43, 1.89, -2.74)  -0.260
C (4.39, -0.80, -2.08)  -0.318
H (5.59, 0.88, -5.79)  0.158
H (4.20, 1.94, -5.42)  0.151
H (6.10, 2.21, -3.92)  0.192
H (6.67, 0.48, -2.30)  0.151
H (7.01, 0.04, -3.99)  0.158
H (4.12, -2.09, -4.36)  0.143
H (5.54, -1.43, -5.18)  0.152
H (2.15, -0.74, -4.14)  0.091
H (2.19, 0.97, -4.57)  0.090
H (4.96, 2.19, -1.84)  0.104
H (3.93, 2.78, -3.14)  0.104
H (3.85, -1.75, -2.01)  0.095
H (4.91, -0.66, -1.13)  0.089

Computed properties:
Energy relative to the best compared isomer or geometry (same formula, charge and spin) in kcal/mol: 5.5
Charge: +4
E_LUMO in eV: -9.9
HOMO level in eV: -18.5
HOMO-LUMO gap in eV: 8.5

=====

The lowest E_LUMO belongs to which entry? C24H49AlN9PS3

=====

Which of these has the highest energy relative to the best compared isomer or geometry (same formula, charge and spin)? C24H48O48S12

=====

Look up the HOMO-LUMO gap of the first one. 10.1 eV

=====

The highest energy relative to the best compared isomer or geometry (same formula, charge and spin) belongs to which entry? C24H48O48S12